1.
ORCA calculation (ωB97M-V/def2-TZVPD) on 2 unconnected molecules or ions with the total composition C14H21BFN2O3.

Structure (XYZ):
```
42
Properties=species:S:1:pos:R:3:forces:R:3
F -1.13479 -1.28451 0.59661 2.76 0.93 -1.75
O -0.04973 3.97517 -0.20776 -0.51 0.40 -1.27
O 3.02935 -2.88145 1.08876 -3.32 0.32 0.43
O -0.15465 5.33439 -1.92676 -0.62 -1.62 1.17
N 2.68812 -0.42181 0.14092 1.76 3.62 3.08
N -0.57064 4.37676 -1.25898 0.99 0.95 0.02
C -3.44101 1.95785 -1.45179 0.20 0.26 -0.17
C 0.13101 -2.23369 -1.35796 -1.07 0.14 -0.38
C 0.40223 -4.57989 1.88519 1.15 0.61 -0.17
C -3.52140 3.41968 -3.38144 0.18 -0.13 0.35
C -2.29125 2.60788 -0.99913 -0.01 0.02 -0.10
C 3.35064 0.34721 1.10383 -2.03 -2.33 -0.75
C 0.04613 -0.98529 -0.29727 -0.30 -1.41 -0.77
C -2.37361 4.07927 -2.93737 0.02 -0.01 0.06
C -4.05429 2.36559 -2.63745 0.10 0.08 0.00
C -1.76438 3.67288 -1.74274 -0.80 -0.45 -0.32
C 2.39413 0.55054 2.43635 0.49 2.25 -1.46
C 0.95408 0.46874 1.63219 1.92 0.05 -0.40
C 1.33623 -0.83330 0.70278 -1.83 0.17 0.44
C 0.74860 -3.07182 2.51368 0.21 -0.44 0.45
B 1.71622 -2.27097 1.44880 0.91 -2.12 0.57
H 3.02478 -3.87245 1.24115 -0.01 1.76 0.10
H 3.06940 -0.69817 -0.79882 -0.35 0.42 1.41
H -1.97250 4.90103 -3.52693 0.04 -0.18 0.31
H -0.46115 -3.18068 -0.94105 1.43 2.19 -0.75
H -3.86144 1.13453 -0.87827 0.12 0.19 -0.08
H 1.40200 -5.20826 2.04684 -2.42 1.00 -0.26
H 0.28804 -4.46346 0.71860 -0.20 -0.52 2.39
H 1.39819 -3.28557 3.49026 -1.45 0.63 -1.90
H 4.42085 0.81820 1.05781 -2.15 -1.27 -0.49
H 0.98947 1.36703 0.85020 -0.40 -1.73 1.81
H -1.82519 2.27820 -0.07314 -0.01 0.27 -0.21
H 2.68650 1.64879 2.78353 -0.83 -2.24 -0.61
H -4.00342 3.72967 -4.30600 0.15 -0.03 0.21
H 1.21832 -2.55157 -1.65135 -1.98 0.71 0.67
H -0.21155 -2.47417 2.81792 1.83 -1.25 -0.65
H 2.56931 -0.11795 3.38061 -0.23 0.73 -2.21
H -0.44640 -1.88788 -2.33856 1.36 -0.87 2.08
H -0.04809 0.48726 2.23592 2.21 -0.46 -1.16
H -0.20062 -0.00617 -0.88918 0.48 -1.68 1.48
H -4.95385 1.85934 -2.98345 0.20 0.11 0.08
H -0.52365 -5.07093 2.41347 2.00 0.94 -1.24
```
Positions in Å, forces in eV/Å.

Summary:
- total charge = +1
- E_LUMO (hartree) = -0.176
- highest occupied orbital energy (eV) = -12.27
- total energy (Eh) = -1005.565828

---

2.
ORCA calculation (ωB97M-V/def2-TZVPD) on a molecular structure, C14H21BrCaCsF6KNNaO11PS3.

Structure (XYZ):
```
62
Properties=species:S:1:pos:R:3:forces:R:3
Cs -0.27268 -1.03371 0.36962 -5.77 -0.09 0.87
Br 4.46250 -2.10489 -1.20850 -0.84 0.97 -0.18
Ca -5.59617 1.89951 5.58664 1.02 0.28 0.76
K 6.37836 -0.74360 -4.35384 2.33 -0.94 1.17
S 2.70467 -1.11377 -5.90624 -2.38 -1.41 -2.93
S 0.89300 -1.50481 -3.67111 -6.91 1.52 -3.01
S 3.72281 4.23121 -5.52301 0.53 -0.19 -0.04
P -0.08420 4.14448 -6.38269 -0.85 0.20 -0.63
Na 3.21795 -1.04664 -8.34334 -1.05 1.79 -4.71
F -1.53853 4.06006 -6.93564 -3.33 -1.79 -4.18
F -0.93912 5.07917 -5.47562 -0.18 3.15 4.97
F 0.42124 4.01221 -7.85103 0.49 -3.32 -4.76
F 0.75428 3.78101 -5.11991 3.73 1.66 4.64
F -0.08524 2.58858 -6.30315 -2.00 -5.07 -1.88
F 0.88470 5.34360 -6.60889 2.20 5.02 2.06
O -3.90729 0.51367 5.23167 0.06 1.38 1.11
O 3.62253 -1.98736 -6.84780 -0.77 0.28 6.46
O -0.57481 -2.08575 -3.68086 5.89 1.07 0.99
O -5.49224 -1.26462 8.24838 1.43 -0.42 0.22
O -3.47171 -3.04592 7.72130 -0.26 0.77 0.65
O -0.23050 -3.49188 -7.27924 -0.36 -1.21 0.56
O 0.74170 0.03256 -3.75470 2.29 -4.10 1.12
O -0.83159 -1.60031 11.36859 -1.93 0.65 -0.67
O -3.93069 -1.33211 3.87982 -0.73 2.85 1.48
O 1.90566 -0.17205 -6.86779 2.67 -2.30 3.70
O -2.89161 0.11879 11.94755 0.09 -0.67 -0.84
N 1.71107 -2.24637 -5.02352 1.60 3.27 1.23
C 3.43853 1.50541 -4.71963 -0.18 0.21 -0.62
C 2.73112 -1.06847 -1.38261 -1.40 0.63 0.17
C -2.10227 -2.36227 9.52410 -0.28 -0.10 -0.35
C 2.28230 -0.46729 0.11217 2.79 1.01 -1.22
C -4.36786 -1.32446 9.05112 -1.32 0.54 -0.39
C -1.96822 -1.56015 10.58209 1.79 -0.43 0.82
C -4.41240 -0.28416 4.39311 0.94 -3.97 -2.40
C 4.32417 2.46277 -5.76563 -1.04 -1.32 1.00
C -3.31337 -2.31152 8.69070 0.65 -0.93 -0.58
C -3.03507 -0.59194 10.95897 -0.30 0.79 0.78
C -5.81479 0.07720 3.93500 -0.46 -0.46 -0.64
C 3.87190 -0.09342 -4.85400 0.92 1.45 0.13
C -4.23554 -0.52468 10.11107 0.07 0.09 0.07
C 1.63146 -2.10600 -2.02106 0.40 0.02 0.64
H -4.99522 0.19581 10.38588 0.02 -0.06 0.05
H 0.19972 -2.75285 -7.66909 0.50 1.24 -0.58
H -0.97560 -0.92798 12.06967 0.09 -0.29 -0.23
H -6.49206 0.09843 4.79409 -0.61 -0.53 -0.07
H 0.71089 -2.13719 -1.27203 2.57 -0.89 -2.97
H -1.33569 -3.07222 9.24009 -0.07 0.03 0.02
H 4.93160 -0.11413 -5.40169 -4.12 0.49 -0.13
H 1.80902 -1.28752 0.79955 2.97 1.83 -1.16
H -5.35096 -1.94123 7.55071 0.02 0.10 0.32
H 3.80513 4.60235 -4.16234 0.25 -1.25 -1.24
H 3.25201 0.04000 0.56703 -2.10 -1.31 -0.75
H 1.54320 0.42761 -0.12718 2.02 -1.68 0.58
H -6.19680 -0.64933 3.21143 0.00 0.30 0.27
H 2.30458 1.68066 -5.04735 2.35 -0.55 0.97
H 2.85345 -0.10847 -2.06530 -0.04 -2.19 1.27
H 5.48222 2.32064 -5.64133 -2.02 0.24 -0.28
H 2.07465 -3.17242 -2.25620 -1.04 2.20 0.68
H 3.94758 2.13939 -6.85006 0.99 1.03 2.28
H -5.80849 1.06433 3.46340 -0.18 0.14 -0.50
H 3.59674 1.83408 -3.60094 -0.33 -0.56 -2.22
H 4.03998 -0.62204 -3.82043 -0.84 0.81 -1.88
```
Positions in Å, forces in eV/Å.

Summary:
- total charge = +1
- E_LUMO (hartree) = -0.206
- highest occupied orbital energy (eV) = -6.54
- total energy (Eh) = -7596.870396

---

3.
ORCA calculation (ωB97M-V/def2-TZVPD) on a molecular structure, C14H21BrF3N4O13S2.

Structure (XYZ):
```
58
Properties=species:S:1:pos:R:3:forces:R:3
Br -2.66759 3.84992 0.25850 0.26 0.25 -0.02
S -3.50473 1.76129 0.33273 0.67 -0.27 0.06
S -2.49309 -0.54748 1.25485 0.33 -0.67 0.52
F -8.27961 4.54838 1.56746 -0.07 0.05 -0.01
F 0.20541 -6.39654 2.16160 -0.03 0.00 -0.02
F 6.39993 -2.33109 -1.82842 -0.01 0.00 0.05
O -3.76223 1.43895 -1.03464 0.07 -0.10 -0.88
O -6.02582 5.85088 -0.69436 -0.26 -0.03 0.11
O -1.59532 -0.89577 2.31025 1.15 -0.06 0.59
O -7.25744 7.51172 -1.58025 -0.07 0.18 -0.05
O 2.13959 -4.77166 -0.18314 -0.14 -0.18 0.08
O 0.63042 -3.32630 -1.01837 -0.05 -0.15 -0.20
O 6.46671 0.10496 1.88378 -0.02 0.03 0.14
O -3.84930 -0.93503 1.50661 -1.05 0.24 -0.47
O 0.01139 -4.88392 0.49380 0.11 -0.26 -0.28
O -8.16547 6.07291 -0.09646 0.03 -0.22 -0.29
O -4.66438 1.89986 1.13979 -0.81 0.35 0.88
O 6.05589 -1.24313 0.12338 0.10 0.33 -0.11
O 7.64250 0.32276 -0.02273 -0.05 -0.12 -0.09
N 3.01778 -0.54134 0.96955 0.44 -0.62 0.06
N 1.82584 0.74913 -0.52259 -0.75 0.20 0.50
N -2.26207 1.03375 0.98380 -0.89 -0.01 -0.38
N 3.58257 1.74789 0.63630 0.36 0.28 0.02
C -0.40833 0.25600 -1.30611 0.07 -0.06 -0.65
C -7.15200 6.57437 -0.86259 0.20 -0.06 0.12
C -1.55116 -0.73409 -1.43771 -0.01 -0.37 0.25
C 0.62354 -6.08730 0.91031 -0.06 0.29 0.24
C 0.90101 -4.23117 -0.31015 0.12 0.18 0.18
C 2.81635 0.57421 0.40833 -0.05 -0.01 -0.06
C 6.70193 -0.24159 0.77573 0.02 -0.10 -0.04
C 0.72060 -0.21866 -0.43110 -0.16 0.64 -0.02
C 6.35095 -1.10407 -1.25542 0.00 -0.29 0.06
C 7.71066 -0.44463 -1.22906 0.13 0.21 -0.12
C 2.09283 -5.73346 0.87341 0.26 -0.07 -0.06
C -6.25874 4.89614 0.35685 0.29 -0.31 -0.12
C -1.94356 -1.49991 -0.17557 0.20 0.83 -0.52
C -7.76233 4.78025 0.33593 0.05 0.25 0.25
H -5.89530 5.30056 1.30126 -0.12 0.01 0.06
H 8.51223 -1.18016 -1.15007 -0.10 -0.12 0.01
H 7.89351 0.19663 -2.08665 -0.03 0.17 0.12
H -8.14873 4.03225 -0.35688 -0.07 -0.07 0.08
H 4.48055 1.46574 1.00583 0.09 0.09 0.18
H -1.23074 -1.48478 -2.14713 0.08 -0.46 -0.22
H -0.77609 1.21995 -0.99396 -0.06 0.36 0.30
H 0.33436 -6.89241 0.23215 -0.06 -0.08 0.09
H -2.72865 -2.19465 -0.41276 -0.52 -0.19 0.06
H -2.43352 -0.28603 -1.86033 -0.21 0.44 -0.16
H 2.73288 -6.58352 0.65157 0.03 0.08 -0.19
H -1.10135 -2.06938 0.15834 0.42 -0.25 0.44
H 2.41728 -5.26907 1.80518 -0.15 0.01 0.07
H 1.05559 -1.19313 -0.73752 0.24 -0.23 0.00
H 0.37769 -0.24700 0.59307 -0.02 -0.36 0.50
H 5.56591 -0.51580 -1.73262 -0.06 -0.10 -0.05
H 0.01711 0.39404 -2.29373 0.02 0.15 -0.44
H 3.81039 -0.43435 1.59398 0.04 -0.27 0.17
H 1.43352 1.67572 -0.38111 0.18 0.18 -0.55
H 3.14366 2.30392 1.36062 -0.11 0.21 -0.10
H -5.75306 3.95520 0.15651 0.07 0.10 -0.14
```
Positions in Å, forces in eV/Å.

Summary:
- total charge = -1
- E_LUMO (hartree) = 0.074
- highest occupied orbital energy (eV) = -6.49
- total energy (Eh) = -5413.325165

---

4.
ORCA calculation (ωB97M-V/def2-TZVPD) on a molecular structure, C14H21Cl5IOP2Pr.

Structure (XYZ):
```
45
Properties=species:S:1:pos:R:3:forces:R:3
Pr 0.00680 0.03781 0.56023 0.73 0.19 3.15
I 0.23602 -0.15063 -3.32650 0.29 -0.14 -0.60
Cl -2.26362 -2.36028 5.74452 -0.03 -0.09 -0.09
Cl -2.57406 0.45940 7.07358 0.06 -0.05 -0.41
Cl -1.44751 -2.57045 2.63190 -0.09 0.28 0.12
Cl -2.28187 3.03863 5.31651 -0.01 -0.07 -0.16
Cl -1.44074 2.75434 2.20134 -0.08 -0.46 0.22
P 0.73488 2.56272 -0.79291 0.31 2.00 -0.71
P 0.75276 -2.68243 -0.40488 0.35 -2.20 -0.38
O -2.81546 -0.17476 -1.58723 4.29 0.19 2.34
C 1.88750 -3.32841 -1.70847 0.39 0.64 -0.31
C -2.20933 0.32509 5.40673 0.06 -0.02 -1.05
C -1.70063 1.35674 3.24848 -0.02 -0.55 1.35
C -2.06927 1.49468 4.60975 0.19 -0.29 -0.39
C -1.69793 -1.03447 3.43681 0.01 0.79 1.15
C -1.43991 0.11201 2.70550 0.55 -0.01 -2.02
C -2.06284 -0.95407 4.80064 0.18 0.36 -0.36
C -1.79026 -0.12666 -1.05209 -6.52 -0.38 -3.66
C -0.64514 -3.82679 -0.70912 -0.42 0.38 0.01
C 1.46197 3.58741 0.53474 0.13 -0.31 0.22
C -0.68765 3.60538 -1.26777 -0.49 -0.24 0.05
C 0.42845 -0.08361 -5.49845 -0.05 0.06 -0.23
C 1.86129 3.01520 -2.17681 0.36 -0.65 -0.20
C 1.49973 -3.48746 1.06448 0.10 0.45 0.11
H 1.51694 -3.07132 -2.70843 0.01 -0.03 0.27
H 0.91717 -3.25754 1.96157 0.28 -0.14 -0.09
H -1.51796 3.43359 -0.56987 0.03 0.21 -0.33
H -0.98800 3.34512 -2.29312 -0.08 0.11 0.34
H 1.97624 4.10262 -2.31385 -0.25 -0.36 0.39
H 1.54181 -4.57827 0.92789 0.05 0.40 -0.03
H 1.50294 2.58866 -3.11958 0.01 0.10 0.23
H 1.48878 0.04207 -5.73692 -0.32 -0.04 0.26
H 2.47724 3.21009 0.68858 0.00 0.28 0.21
H -0.94953 -3.72222 -1.75938 -0.12 -0.09 0.31
H 1.48841 4.64487 0.23584 0.06 -0.36 0.03
H 2.50807 -3.07272 1.15594 0.01 -0.27 0.25
H -0.17140 0.76586 -5.83554 0.17 -0.26 0.18
H 2.02951 -4.42368 -1.66720 -0.28 0.51 0.32
H -0.39321 4.66854 -1.23001 -0.08 -0.49 -0.03
H -1.47539 -3.57183 -0.03921 0.01 -0.26 -0.28
H 0.03579 -1.03223 -5.87049 0.09 0.24 0.20
H 2.86456 -2.84419 -1.59266 -0.09 -0.17 -0.08
H 2.84559 2.57918 -1.98087 -0.02 0.13 -0.10
H 0.88234 3.48878 1.45702 0.28 0.12 -0.10
H -0.32307 -4.86477 -0.52066 -0.07 0.47 -0.09
```
Positions in Å, forces in eV/Å.

Summary:
- multiplicity = 3
- total charge = +2
- E_LUMO (spin up / spin down) (hartree) = -0.301 / -0.297
- highest occupied orbital energy (spin up / spin down) (eV) = -14.13 / -14.13
- total energy (Eh) = -4419.084594

---

5.
ORCA calculation (ωB97M-V/def2-TZVPD) on 2 unconnected molecules or ions with the total composition C14H21FN3O7S.

Structure (XYZ):
```
47
Properties=species:S:1:pos:R:3:forces:R:3
S -1.14698 2.47687 -1.87373 0.43 6.54 -0.63
F -0.62818 4.04284 1.32635 -3.11 -0.62 1.40
O 0.13890 3.12425 -1.43592 -2.66 -3.13 -0.37
O -2.52789 -1.39491 1.69999 0.52 1.43 -1.22
O -2.26021 3.49194 -1.96265 2.27 -3.86 0.44
O -1.80535 5.66714 2.41569 0.20 -5.80 -2.10
O 2.03433 2.12888 1.13523 0.76 -4.86 -0.17
O -3.92742 2.63768 0.40915 3.58 -1.60 3.87
O 2.00967 -0.25920 1.29869 0.38 1.88 -1.72
N 1.45885 -3.53705 -2.16779 -0.04 0.09 0.03
N -2.97333 3.64841 2.29862 2.40 -1.29 -2.81
N -1.11760 0.97424 0.53071 0.18 0.06 -0.03
C 3.02842 -5.07179 -1.84285 -0.15 0.03 0.26
C -2.21856 1.16509 1.55453 -1.38 0.35 1.88
C -3.20345 -0.11853 1.56398 -1.09 0.29 0.50
C 4.23427 1.03739 0.97902 -1.13 -1.06 0.85
C 2.62702 1.02022 1.13352 0.82 3.62 0.12
C 1.95730 -4.43856 -1.26269 0.10 -0.07 0.19
C -1.44232 -1.55384 0.75017 1.01 -0.33 0.63
C -1.59965 0.96042 -0.89119 -1.15 -1.49 -1.75
C -0.42440 -0.32761 0.94404 0.49 -1.50 0.42
C 1.02303 -0.51971 0.27254 -0.98 -1.14 0.07
C 3.18033 -4.53765 -3.14685 -0.14 0.21 -0.17
C 2.19657 -3.59572 -3.32140 0.14 0.05 -0.17
C -1.79545 4.47640 2.01258 0.31 6.16 2.31
C -3.08089 2.49726 1.34883 -3.23 1.72 -3.09
H -3.78591 4.28465 2.13137 0.77 -0.69 0.23
H -0.25045 -0.22426 2.08398 -0.20 -0.18 -1.96
H -1.77261 1.22674 2.62362 -0.26 -0.05 -2.05
H 1.95886 -2.96279 -4.16325 0.05 -0.10 0.06
H -3.85897 -0.00075 2.51374 1.17 -0.22 -1.60
H 4.50031 1.62341 0.03623 -0.39 -0.89 1.42
H 3.63566 -5.83599 -1.38038 -0.08 0.08 -0.05
H -2.74968 0.84358 -0.99225 1.92 0.49 0.51
H 1.17799 0.06994 -0.69641 -0.16 -0.50 1.48
H 1.13161 -1.64162 -0.00279 -0.09 1.86 0.52
H 0.67324 -2.92813 -2.01022 0.11 -0.25 -0.15
H -1.77913 -1.73163 -0.33272 0.21 0.49 1.45
H -1.16700 0.05860 -1.48019 -0.39 1.61 1.14
H 4.65048 1.53871 1.92020 -0.62 -0.50 -1.49
H 4.59531 -0.04640 0.98398 -0.32 1.63 -0.31
H -0.38228 1.71156 0.60667 -0.17 0.13 0.15
H -0.87375 -2.51338 1.06573 -0.99 1.66 -0.44
H 1.50812 -4.54975 -0.28670 0.06 -0.07 -0.09
H -0.93251 2.01614 -3.19392 -0.34 -0.32 1.33
H 3.92648 -4.81315 -3.87746 -0.10 0.03 0.07
H -3.94280 -0.11996 0.68220 1.30 0.11 1.04
```
Positions in Å, forces in eV/Å.

Summary:
- total charge = +1
- E_LUMO (hartree) = -0.147
- highest occupied orbital energy (eV) = -10.80
- total energy (Eh) = -1734.618626

---

> Among the records above, which one has the highest total charge?

C14H21Cl5IOP2Pr

---

> Look up the total energy of the first one.

-1005.565828 Eh

---

> Which value of total energy does entry 2 give?

-7596.870396 Eh

---

> What is the total energy in the fourth record?

-4419.084594 Eh